The following is a DFT calculation (wB97M-V/def2-TZVPD) of 6 unconnected molecules or ions with the total composition C20H30FO15 in a non-equilibrium geometry.

Positions of all 66 atoms, in Å:
F: 7.32800 12.62500 34.93400
C: 10.81300 13.55600 35.44900
C: 10.61600 13.61500 37.01800
C: 9.49700 12.58800 37.46100
O: 10.39500 11.80800 38.19200
C: 11.67400 12.18800 38.33300
O: 12.48600 11.68500 38.97800
O: 11.86200 13.25300 37.56200
H: 11.29900 12.64800 35.03700
H: 11.42000 14.40000 35.18900
H: 9.93800 13.75600 34.93800
H: 10.51100 14.71100 37.19100
H: 9.00800 11.73000 36.79600
H: 8.58300 13.07100 38.06400
C: 10.86200 10.79000 32.25600
C: 9.87900 10.57300 33.41200
C: 8.49500 10.32400 32.84700
O: 8.01900 9.08900 33.36700
C: 9.12800 8.48300 33.86200
O: 9.22200 7.33900 34.17300
O: 10.20100 9.31700 33.87600
H: 10.56400 11.70200 31.75900
H: 10.58500 9.95100 31.57600
H: 11.93600 10.90900 32.45900
H: 9.88500 11.37700 34.17100
H: 8.51300 10.28000 31.87000
H: 7.90700 11.18400 33.01900
C: 8.50300 14.60400 32.29900
C: 7.47700 15.70700 32.54000
C: 7.46300 16.09200 34.01600
O: 7.88400 17.47400 34.15100
C: 8.17900 17.76200 32.90700
O: 8.45800 18.96900 32.57200
O: 8.06100 16.94700 31.91000
H: 8.59200 14.35900 31.27900
H: 8.09900 13.49400 32.56800
H: 9.59100 14.67900 32.63000
H: 6.48100 15.75600 32.02400
H: 8.12300 15.52600 34.59900
H: 6.42800 16.21400 34.43000
C: 6.15300 10.73100 38.44800
C: 5.37800 11.24300 37.20500
C: 5.06800 10.27500 36.15100
O: 3.72900 10.04900 36.17600
C: 3.20900 10.74800 37.13800
O: 2.02200 10.83300 37.32700
O: 4.03400 11.52800 37.63100
H: 7.10300 10.55300 38.13500
H: 5.66300 9.95200 38.96800
H: 6.26400 11.54600 38.97200
H: 5.94600 12.11700 36.79400
H: 5.67000 9.25300 36.22100
H: 5.47900 10.50100 35.21700
C: 5.17300 10.93000 31.55300
C: 4.06200 11.67100 32.32200
C: 4.56400 12.86900 33.28100
O: 3.72000 13.90200 33.08600
C: 3.03100 13.66400 31.94000
O: 2.21700 14.36800 31.60100
O: 3.25300 12.48400 31.48100
H: 5.56600 11.41700 30.63600
H: 4.62700 10.13600 30.92600
H: 6.00700 10.52700 32.24400
H: 3.49900 11.11200 33.06000
H: 5.66200 13.22300 32.93900
H: 4.60000 12.51100 34.17800

Strongest force on any atom in eV/A: 10.48
Energy relative to the best compared isomer or geometry (same formula, charge and spin) in kJ/mol: 757.8
Frontier orbital gap in eV: 9.147
Charge: -1
Calculated total energy in eV: -54653.495

The following is a DFT calculation (wB97M-V/def2-TZVPD) of 7 unconnected molecules or ions with the total composition C22H50N6O7 in a non-equilibrium geometry.

Positions of all 85 atoms, in Å:
C: -0.26474 1.16032 4.50373
O: -1.13499 1.05845 3.57833
N: -0.50584 1.42905 5.76893
C: 0.62564 1.60505 6.74737
C: -1.79805 1.38027 6.37789
H: 0.81879 1.16468 4.30844
H: 0.34890 1.05499 7.64678
H: 0.82678 2.62994 7.05920
H: 1.50463 1.10881 6.33599
H: -2.09269 2.31725 6.85049
H: -2.59577 1.15429 5.67030
H: -1.91559 0.69500 7.21734
C: -1.73413 1.90963 -2.14006
O: -1.24034 2.29844 -3.21011
N: -2.91824 1.28888 -1.95182
C: -3.39091 0.77558 -0.69567
C: -3.75435 0.94478 -3.17334
H: -1.09182 1.90793 -1.24582
H: -2.60497 0.75444 0.05929
H: -3.95691 -0.14704 -0.82411
H: -4.25294 1.42491 -0.54285
H: -4.81627 1.18615 -3.12680
H: -3.37274 1.30389 -4.12912
H: -3.86434 -0.13594 -3.26298
C: 3.65787 -3.62241 -0.09746
O: 4.78475 -3.16650 -0.20595
N: 3.23868 -4.87783 -0.50074
C: 1.85812 -5.23683 -0.34509
C: 4.15975 -5.80697 -1.18616
H: 2.78079 -3.08673 0.29748
H: 1.73507 -5.91426 0.49992
H: 1.59665 -5.80334 -1.23885
H: 1.24850 -4.33898 -0.24353
H: 4.13797 -5.63988 -2.26306
H: 5.15270 -5.58986 -0.79244
H: 3.87860 -6.85658 -1.10027
C: -1.20453 5.94549 -1.02143
O: -0.28377 6.45054 -1.67220
N: -0.98288 5.30206 0.15505
C: -2.11639 4.69427 0.98775
C: 0.37945 4.98577 0.68380
H: -2.25183 6.01460 -1.35398
H: -2.41997 3.67789 0.73692
H: -2.96741 5.37234 0.92392
H: -1.84402 4.74752 2.04183
H: 0.30709 4.12320 1.34626
H: 1.14299 4.98036 -0.09405
H: 0.66965 5.76715 1.38616
C: 1.39993 1.02874 -6.32571
O: 2.38803 1.32319 -5.66089
N: 0.64759 -0.01762 -5.98036
C: -0.76043 -0.04364 -6.33874
C: 0.96227 -0.85378 -4.86898
H: 1.19495 1.45424 -7.32025
H: -1.03425 -1.00546 -6.77235
H: -1.20219 0.78419 -6.89339
H: -1.42258 -0.10987 -5.47545
H: 2.03017 -0.78716 -4.66100
H: 0.47589 -0.35579 -4.03020
H: 0.72308 -1.90393 -5.03648
C: -1.61079 -2.15604 3.13961
O: -1.09406 -1.82336 4.19072
N: -0.87097 -2.86997 2.28984
C: -1.26011 -2.93881 0.87306
C: 0.43226 -3.51011 2.54728
H: -2.66940 -2.03681 2.86150
H: -1.51937 -3.95361 0.57132
H: -0.37058 -2.88384 0.24553
H: -1.81887 -2.08226 0.49595
H: 1.27469 -3.09108 1.99699
H: 0.83538 -3.46074 3.55880
H: 0.37879 -4.56645 2.28389
C: 1.38591 0.89273 0.76499
C: 2.28433 1.02216 -0.53103
C: 1.75583 -0.23499 -1.26569
O: 1.30907 -1.19126 -0.19691
C: 0.75029 -0.48909 0.86292
H: 0.61482 1.62793 0.99521
H: 2.06532 1.12862 1.58406
H: 3.30735 0.90194 -0.17453
H: 2.08033 1.91584 -1.12079
H: 2.36412 -0.70846 -2.03634
H: 0.86843 -0.16201 -1.89443
H: 0.93919 -0.94920 1.83282
H: -0.31135 -0.28501 0.72376

Strongest force on any atom in eV/A: 3.96
Spin multiplicity: 2
Frontier orbital gap (alpha / beta) in eV: 6.940 / 1.869
Charge: +1
Calculated total energy in eV: -46885.329

The following is a DFT calculation (wB97M-V/def2-TZVPD) of 2 unconnected molecules or ions with the total composition C6H13N3 in a non-equilibrium geometry.

Positions of all 22 atoms, in Å:
C: -0.38128 0.09729 1.66371
C: 0.81626 -0.82189 1.81369
C: 0.42856 1.72083 0.67025
N: 1.53693 2.10709 0.86562
H: -0.52075 0.71788 2.55177
H: -1.30882 -0.49263 1.70779
H: 0.78191 -1.40572 2.73794
H: 1.73577 -0.23528 1.82162
H: 0.88578 -1.54157 0.98940
C: 0.99966 -0.14650 -1.77024
N: -0.34797 -0.44839 -1.28886
N: -0.75377 -1.77460 -1.56275
C: -1.04634 0.31633 -0.44929
C: -0.69133 1.78422 -0.28677
H: -0.34060 -2.39904 -0.87272
H: -1.76543 -1.83039 -1.49756
H: -2.08299 0.00918 -0.32785
H: 0.91739 0.37026 -2.72606
H: 1.56207 0.47544 -1.07539
H: 1.56098 -1.07014 -1.89627
H: -1.54759 2.28943 0.16606
H: -0.43846 2.27819 -1.23409

Strongest force on any atom in eV/A: 3.43
Energy relative to the best compared isomer or geometry (same formula, charge and spin) in kJ/mol: 534.2
Frontier orbital gap in eV: 7.486
Calculated total energy in eV: -10897.875

The following is a DFT calculation (wB97M-V/def2-TZVPD) of 2 unconnected molecules or ions with the total composition C2H3FSi in a non-equilibrium geometry.

Positions of all 7 atoms, in Å:
C: -2.22728 -0.62627 -0.13004
C: -1.01458 -0.57139 -0.30614
F: 2.26853 -0.77328 -0.47585
Si: 1.32778 0.44869 0.07160
H: -3.22176 -0.95367 -0.10204
H: 1.33891 0.84525 1.52363
H: 1.52840 1.63067 -0.58115

Strongest force on any atom in eV/A: 5.47
Spin multiplicity: 3
Energy relative to the best compared isomer or geometry (same formula, charge and spin) in kJ/mol: 202.7
Frontier orbital gap (alpha / beta) in eV: 6.736 / 7.724
Calculated total energy in eV: -12710.666

The following is a DFT calculation (wB97M-V/def2-TZVPD) of a gas-phase ion, C6H13FN5 (charge +1) in a non-equilibrium geometry.

Positions of all 25 atoms, in Å:
C: 0.16002 -0.39922 0.31858
C: 0.80942 1.73970 -0.09986
C: 0.67269 0.45436 -2.13993
C: 0.22800 -1.46738 2.51644
C: -1.84910 -1.60154 1.05229
C: -0.30047 -1.56996 1.09155
N: 0.19932 0.82780 0.70817
N: 0.81695 -0.62008 -1.14532
N: 1.04996 1.66694 -1.40337
N: 1.13706 2.89101 0.50259
N: -0.59936 0.74735 -2.70643
F: 0.48600 -1.78736 -1.75060
H: 1.29645 0.26151 -2.91149
H: 1.23984 -1.71551 2.40417
H: -0.30208 -2.19725 3.04965
H: 0.07655 -0.49347 2.94647
H: -2.22230 -2.48636 1.57814
H: -2.31092 -1.87450 0.11222
H: -2.20144 -0.61688 1.42085
H: 0.15015 -2.50503 0.53902
H: 1.39942 2.55983 -1.85388
H: 0.91478 3.16471 1.58388
H: 1.37984 3.69233 -0.08775
H: -0.92925 0.15417 -3.56081
H: -1.30153 1.17485 -2.16457

Strongest force on any atom in eV/A: 4.66
Spin multiplicity: 3
Energy relative to the best compared isomer or geometry (same formula, charge and spin) in kJ/mol: 0.0
Frontier orbital gap (alpha / beta) in eV: 7.176 / 6.396
Charge: +1
Calculated total energy in eV: -16587.940

The following is a DFT calculation (wB97M-V/def2-TZVPD) of C3H3N3O in the gas phase.

Positions of all 10 atoms, in Å:
N: -1.01202 0.75875 -0.51672
C: 0.27876 0.30569 -0.59538
N: -1.86075 -0.19667 -0.18761
N: -1.19297 -1.30355 -0.04137
O: 0.77454 0.98662 1.62022
C: 1.19262 0.51426 0.59552
C: 0.09850 -1.04687 -0.34703
H: -1.38361 1.67583 -0.71787
H: 2.19879 0.07091 0.48739
H: 0.90614 -1.76497 -0.29716

Strongest force on any atom in eV/A: 0.90
Energy relative to the best compared isomer or geometry (same formula, charge and spin) in kJ/mol: 298.4
Frontier orbital gap in eV: 10.369
SMILES string: O=Cc1cnn[nH]1
Calculated total energy in eV: -9674.362